No. 1
This record from the OMol25 dataset describes a molecular structure, C46H50N7O2S2Ta at a distorted geometry. The level of theory is ωB97M-V with the def2-TZVPD basis set.

**Energy**: -3170.06708 Ha
**Highest occupied orbital energy**: -7.111 eV
**Charge**: 0
**Gap between HOMO and LUMO**: 5.967 eV

Last column: Löwdin charge in e.
Cartesian coordinates (Å):
Ta: 1.28697 -0.19245 -0.45532  1.718
S: 1.70268 0.29908 -2.89521  0.721
S: -0.35782 -2.49111 -2.71254  1.027
O: 2.93874 -1.15750 0.28959  -0.183
O: 5.04174 -1.14883 1.12036  0.094
N: 3.07144 1.10123 -0.73363  -0.141
N: -0.52717 1.49439 -8.56432  0.173
N: 1.09802 0.46377 1.63328  -0.002
N: 0.05868 -1.94085 0.65608  -0.025
N: 0.42704 1.90331 -0.62466  -0.046
N: -3.77561 -0.67237 -7.31949  0.168
N: -0.77684 -0.21833 -0.54706  -0.093
C: -1.19561 4.69933 -2.64690  -0.188
C: 1.23268 0.20897 5.48535  -0.158
C: 4.39798 0.49112 -0.46994  -0.106
C: -1.61173 1.54417 -1.96877  0.094
C: -3.23770 -2.82319 0.27214  -0.177
C: -5.06119 0.25864 -0.43222  -0.086
C: -4.22941 -0.27537 -1.59189  -0.205
C: -1.74972 0.25476 -1.33216  -0.270
C: 0.76810 5.48944 -0.06944  -0.190
C: -2.63328 5.00244 -2.22826  -0.078
C: 1.18800 0.68743 4.02212  -0.077
C: -1.15426 -1.33741 0.09088  -0.259
C: 0.42292 -1.48966 3.01825  0.045
C: -1.54893 -1.23715 -4.76723  -0.045
C: 1.31024 -4.58195 2.96736  -0.158
C: 1.88727 3.10991 4.28572  -0.179
C: 0.53632 -5.88853 3.04746  -0.099
C: 3.41372 3.24747 4.54239  -0.070
C: -0.50492 0.30372 -6.28521  -0.207
C: 1.37835 1.76201 2.07770  -0.222
C: 0.85485 -0.23644 2.86266  -0.176
C: 0.82784 2.98300 -0.01195  -0.249
C: 1.83751 -5.28025 -1.59116  -0.070
C: 0.92026 -4.06589 0.42276  -0.108
C: -0.52700 2.32411 -1.62732  -0.173
C: 0.59277 -2.92640 -0.22649  -0.292
C: -0.12001 5.78714 1.15733  -0.064
C: 4.17103 -0.67416 0.42061  -0.596
C: 0.98738 -2.22375 -1.47311  -0.532
C: -0.47819 0.99191 -7.53589  -0.187
C: 0.47360 -0.14888 -4.07319  -0.573
C: 1.48613 2.91377 1.28803  0.007
C: 0.46094 0.57921 -5.33337  -0.023
C: -2.81857 -0.58760 -1.14641  -0.132
C: 1.49291 1.88121 3.48750  -0.154
C: -0.44044 -1.18051 -3.85596  -0.540
C: -2.44129 -1.62765 -0.18601  -0.120
C: -1.55938 -0.58014 -5.97936  -0.187
C: -2.74802 -0.63586 -6.81810  -0.170
C: 0.21897 -2.44702 1.97017  -0.147
C: 0.70768 -3.72777 1.82136  -0.087
C: 0.41029 4.19845 -0.70089  -0.147
C: -0.13268 -0.19228 6.09839  -0.079
C: -3.45407 -3.89913 -0.80247  -0.096
C: -0.34663 3.80818 -1.76456  -0.088
C: 1.46173 -5.35887 -0.08101  -0.157
H: 0.20708 5.17963 1.98137  0.040
H: -4.35165 0.35592 -2.49864  0.114
H: -2.34538 -1.99253 -4.64624  0.129
H: -4.25220 -4.57246 -0.59737  0.049
H: 1.01476 -6.68805 2.48942  0.069
H: 1.96982 -0.57391 5.33434  0.117
H: 1.02155 -4.88292 -2.18880  0.048
H: 1.17700 1.34218 -5.58165  0.113
H: -4.74204 -1.17476 -1.96009  0.101
H: -4.29317 -2.50747 0.59249  0.119
H: 0.68996 -6.14590 -0.05743  0.123
H: 1.63890 3.92943 1.72913  0.090
H: 1.30148 2.92330 5.18239  0.100
H: 1.44121 4.02412 3.92675  0.093
H: 3.93688 2.37084 4.85907  0.060
H: -0.50342 -5.73215 2.69272  0.094
H: -5.24770 -0.50979 0.20622  0.017
H: -3.00974 5.80709 -2.83324  0.070
H: -1.19095 4.35041 -3.72139  0.128
H: -2.37136 1.85247 -2.66967  0.120
H: 4.84981 -0.03332 -1.34907  0.157
H: 0.43892 -1.84064 4.07527  0.119
H: -0.00128 6.84573 1.40856  0.081
H: -2.56854 -4.54702 -1.04399  0.078
H: 0.07522 -0.79810 6.94028  0.053
H: -4.47895 1.14811 -0.00787  0.110
H: -2.72362 5.20584 -1.17579  0.067
H: 0.69892 6.29239 -0.80445  0.107
H: 1.65886 0.93987 6.13032  0.091
H: 3.58487 4.13095 5.21830  0.086
H: 1.85590 5.37733 0.25539  0.131
H: 1.95384 -2.51106 -1.90913  0.051
H: 2.28850 -5.67755 0.52316  0.103
H: -2.86483 -3.18655 1.23895  0.105
H: -6.02697 0.62764 -0.82335  0.080
H: 0.47680 -6.21329 4.04089  0.046
H: 2.24020 -6.21394 -1.95120  0.076
H: 3.88402 3.53900 3.57487  0.076
H: -1.13538 5.50104 0.91659  0.075
H: -3.75027 -3.39192 -1.74682  0.073
H: -3.28544 4.18753 -2.44953  0.054
H: 2.53230 -4.49866 -1.70140  0.046
H: 3.00408 1.52417 -1.66395  0.011
H: -0.56226 5.62707 -2.74924  0.118
H: -0.84501 -0.71815 5.48689  0.060
H: 2.89971 1.80905 -0.00965  0.070
H: 1.27888 -4.07865 3.94786  0.109
H: -0.64238 0.70112 6.52604  0.088
H: 5.10359 1.16766 0.01564  0.137
H: 2.33510 -4.81197 2.66106  0.114


No. 2
This record from the OMol25 dataset describes a molecular structure, C44H28N4S4SbY. The level of theory is ωB97M-V with the def2-TZVPD basis set.

**Energy**: -3784.16995 Ha
**Highest occupied orbital energy**: -0.970 eV
**Charge**: -2
**Gap between HOMO and LUMO**: 4.128 eV

Last column: Löwdin charge in e.
Cartesian coordinates (Å):
Sb: 1.67972 -4.72285 -3.51592  0.133
Y: -0.09172 -1.30272 0.09107  0.954
S: 0.13501 -3.78495 0.94024  -0.312
S: -0.36531 -3.61885 -1.13364  -0.327
S: 2.91150 -2.87221 -4.07865  -0.366
S: 0.05475 -5.01117 -5.10705  -0.457
N: 1.53535 -0.33487 1.47001  0.015
N: -1.41140 -0.30722 1.74923  0.014
N: 1.24748 -0.16610 -1.45063  0.023
N: -1.64519 -0.09245 -1.17254  0.010
C: -2.92386 0.21689 -0.82224  -0.232
C: -5.26183 2.03008 0.26958  -0.039
C: 0.41104 -0.59073 5.04739  -0.206
C: 4.69100 0.77152 -0.25910  -0.210
C: -3.71528 0.38773 -2.02568  -0.003
C: 0.91563 -0.12324 -2.76886  -0.236
C: -0.34257 -1.34606 -6.86299  -0.066
C: -2.69276 0.13444 1.66904  -0.235
C: -7.11269 0.23864 1.28385  -0.091
C: 1.01364 -1.91869 6.97719  -0.089
C: 1.44043 -0.35181 2.82979  -0.243
C: 3.09943 0.40405 -2.67408  -0.027
C: -3.41488 0.34415 0.47937  -0.070
C: 4.99407 2.07285 -0.65235  -0.038
C: 0.17687 0.48786 5.90006  -0.051
C: -1.05787 -0.32984 3.06858  -0.232
C: 2.70400 0.05168 3.39723  -0.005
C: 7.34734 1.62734 -0.43648  -0.112
C: -3.19932 0.36695 2.99878  -0.012
C: 0.83526 -1.79372 5.60721  -0.014
C: -0.39068 -0.16492 -3.28926  -0.051
C: -2.88786 0.18462 -3.07454  0.008
C: 2.55976 0.18014 -1.34524  -0.219
C: -2.20052 0.05590 3.86236  -0.012
C: -0.22782 -1.32680 -5.48229  -0.031
C: 2.77886 0.10631 1.14870  -0.225
C: -1.02172 0.96127 -6.85166  -0.111
C: -1.57131 -0.08374 -2.53177  -0.224
C: 0.35347 0.36623 7.27015  -0.097
C: 5.73768 -0.09671 0.04057  -0.025
C: 0.77273 -0.83949 7.81651  -0.112
C: 2.09370 0.19734 -3.54942  -0.061
C: -4.84235 0.75169 0.63126  -0.211
C: -0.52259 -0.16291 -4.77578  -0.207
C: -7.51919 1.51562 0.92159  -0.112
C: -6.58857 2.41095 0.41282  -0.095
C: -0.73702 -0.20496 -7.55028  -0.110
C: 3.52182 0.35863 2.36004  -0.008
C: 6.31139 2.49970 -0.74021  -0.095
C: -5.78551 -0.13899 1.13982  -0.031
C: -0.91580 0.98021 -5.46718  -0.061
C: 0.25122 -0.46739 3.57023  -0.067
C: 7.05578 0.32708 -0.04768  -0.088
C: 3.27253 0.31877 -0.15396  -0.060
H: -7.83275 -0.47010 1.67435  0.096
H: -3.13367 0.20918 -4.12309  0.107
H: -2.22216 0.11404 4.93808  0.097
H: -5.46542 -1.13669 1.41401  0.126
H: 6.52846 3.51576 -1.04729  0.093
H: -0.12462 -2.26552 -7.39150  0.099
H: 0.08645 -2.22085 -4.95551  0.023
H: 7.85760 -0.36464 0.17940  0.096
H: 4.12127 0.66042 -2.90007  0.109
H: 8.37664 1.95723 -0.50847  0.090
H: -0.13971 1.43246 5.47516  0.120
H: -1.13222 1.88709 -4.91346  0.114
H: -4.18244 0.73893 3.23887  0.102
H: 0.16867 1.21834 7.91348  0.094
H: 4.52627 0.74682 2.40978  0.103
H: 1.34131 -2.86476 7.39016  0.097
H: -6.89535 3.40991 0.12708  0.094
H: -8.55571 1.81019 1.03201  0.090
H: -0.82204 -0.22410 -8.63081  0.087
H: -4.53238 2.72577 -0.12705  0.121
H: 2.13067 0.25132 -4.62454  0.108
H: 4.18186 2.74931 -0.88944  0.121
H: -4.76860 0.61511 -2.05650  0.104
H: 2.91626 0.14207 4.45106  0.105
H: 1.02133 -2.63915 4.95605  0.127
H: 5.50614 -1.11379 0.33162  0.129
H: 0.91210 -0.93646 8.88621  0.090
H: -1.32380 1.85680 -7.38271  0.087